(1)
The following is a quantum chemistry calculation of a structure of composition C46H62NO2TeTi, from the Open Molecules 2025 dataset.

Last column: Löwdin charge in e.
Positions of all 113 atoms, in Å:
Ti1 -0.121 0.407 -1.559  0.92
C1 -1.252 -3.686 -3.198  -0.04
C2 -1.213 -2.615 -2.100  -0.37
C3 -2.029 -3.080 -0.898  -0.06
C4 -1.681 -1.285 -2.683  -0.26
C5 -2.917 -0.705 -2.360  -0.01
C6 -3.390 0.396 -3.046  -0.01
C7 -2.663 0.990 -4.081  -0.26
C8 -3.181 2.197 -4.808  -0.03
C9 -1.432 0.439 -4.390  -0.09
C10 -0.929 -0.666 -3.693  -0.13
H1 -0.889 -4.637 -2.807  0.09
H2 -0.635 -3.416 -4.056  0.08
H3 -2.275 -3.830 -3.550  0.09
H4 -0.169 -2.500 -1.791  0.12
H5 -3.044 -3.349 -1.200  0.09
H6 -2.093 -2.323 -0.116  0.06
H7 -1.570 -3.971 -0.469  0.09
H8 -3.527 -1.138 -1.579  0.12
H9 -4.355 0.807 -2.778  0.12
H10 -2.760 3.110 -4.380  0.09
H11 -4.265 2.268 -4.732  0.09
H12 -2.909 2.170 -5.863  0.09
H13 -0.851 0.859 -5.205  0.11
H14 0.009 -1.115 -4.007  0.13
C11 0.962 -3.168 4.628  -0.04
C12 2.087 -2.214 4.203  -0.55
C13 2.006 -0.928 5.039  -0.04
C14 3.428 -2.893 4.485  -0.06
C15 1.912 -1.855 2.727  -0.13
C16 0.742 -1.287 2.306  0.06
C17 0.575 -0.952 0.942  -0.16
N1 -0.475 -0.377 0.354  0.06
C18 -1.574 0.212 0.993  -0.18
C19 -2.294 -0.255 2.081  0.03
C20 -3.349 0.502 2.578  -0.15
C21 -3.626 1.723 1.963  0.05
C22 -2.942 2.217 0.848  -0.08
C23 -1.930 1.407 0.346  -0.22
O1 -1.199 1.671 -0.780  -0.24
C24 -3.249 3.591 0.247  -0.53
C25 -4.368 4.308 1.004  -0.06
C26 -1.988 4.465 0.324  -0.03
C27 -3.689 3.446 -1.215  -0.04
C28 -4.148 -0.023 3.771  -0.56
C29 -4.807 -1.357 3.389  -0.04
C30 -3.197 -0.249 4.955  -0.04
C31 -5.242 0.948 4.211  -0.06
C32 1.671 -1.123 0.017  -0.22
O2 1.458 -0.616 -1.198  -0.21
C33 2.872 -1.708 0.436  -0.08
C34 2.940 -2.073 1.773  0.07
C35 4.044 -1.899 -0.526  -0.53
C36 5.223 -2.610 0.139  -0.06
C37 3.599 -2.747 -1.727  -0.03
C38 4.521 -0.521 -0.999  -0.03
H15 1.083 -3.440 5.678  0.09
H16 0.979 -4.084 4.034  0.09
H17 -0.021 -2.709 4.516  0.07
H18 2.124 -1.165 6.098  0.09
H19 1.046 -0.426 4.912  0.08
H20 2.794 -0.228 4.756  0.09
H21 3.491 -3.133 5.547  0.09
H22 4.272 -2.244 4.246  0.09
H23 3.535 -3.826 3.929  0.09
H24 -0.050 -1.071 3.006  0.10
H25 -2.052 -1.222 2.500  0.11
H26 -4.422 2.326 2.370  0.09
H27 -4.105 4.483 2.049  0.09
H28 -5.306 3.751 0.970  0.09
H29 -4.544 5.279 0.540  0.09
H30 -1.669 4.588 1.360  0.10
H31 -2.198 5.456 -0.085  0.09
H32 -1.165 4.029 -0.241  0.07
H33 -4.604 2.852 -1.282  0.09
H34 -2.917 2.967 -1.815  0.06
H35 -3.896 4.432 -1.638  0.09
H36 -4.065 -2.106 3.109  0.08
H37 -5.491 -1.225 2.549  0.09
H38 -5.375 -1.750 4.234  0.09
H39 -2.423 -0.981 4.716  0.07
H40 -3.752 -0.624 5.817  0.09
H41 -2.706 0.683 5.243  0.09
H42 -5.974 1.120 3.419  0.09
H43 -4.831 1.911 4.519  0.09
H44 -5.775 0.529 5.065  0.09
H45 3.853 -2.533 2.117  0.09
H46 4.955 -3.608 0.493  0.09
H47 5.625 -2.038 0.977  0.09
H48 6.023 -2.723 -0.593  0.09
H49 3.256 -3.730 -1.399  0.09
H50 4.441 -2.895 -2.407  0.09
H51 2.794 -2.267 -2.282  0.07
H52 4.853 0.086 -0.154  0.10
H53 3.728 0.017 -1.514  0.06
H54 5.361 -0.624 -1.689  0.10
C39 2.613 1.199 -4.300  -0.39
Te1 1.188 2.411 -3.270  1.42
C40 2.796 2.872 -1.942  -0.39
C41 4.050 2.488 -2.690  -0.31
C42 5.299 2.904 -2.237  -0.03
C43 6.449 2.510 -2.899  -0.07
C44 6.361 1.695 -4.022  -0.07
C45 5.122 1.281 -4.479  -0.04
C46 3.962 1.675 -3.817  -0.30
H55 2.497 1.350 -5.372  0.06
H56 2.442 0.147 -4.067  0.05
H57 2.674 2.289 -1.029  0.06
H58 2.763 3.930 -1.695  0.06
H59 5.371 3.541 -1.364  0.12
H60 7.415 2.843 -2.544  0.11
H61 7.257 1.392 -4.547  0.11
H62 5.049 0.652 -5.358  0.12

Forces on the atoms, in the same order (eV/Å):
0.456 0.046 -0.391
0.004 0.009 0.004
-0.055 -0.012 -0.049
0.016 -0.004 0.000
0.114 -0.114 0.127
-0.108 -0.029 -0.010
-0.031 -0.006 0.051
-0.020 0.032 -0.001
-0.007 0.001 0.005
0.063 -0.033 -0.095
-0.048 -0.016 -0.063
-0.003 -0.004 -0.003
0.003 -0.005 0.002
0.000 0.000 -0.003
0.006 -0.006 0.023
-0.004 -0.003 0.011
0.005 0.013 -0.003
-0.004 -0.002 0.000
0.022 -0.007 0.016
-0.009 0.009 0.008
-0.005 0.001 0.002
0.001 -0.002 -0.003
0.002 0.002 0.001
0.015 0.001 0.011
0.002 -0.005 -0.013
0.004 -0.004 0.014
0.003 -0.002 -0.010
0.003 -0.005 0.004
-0.004 0.008 -0.011
-0.008 0.001 -0.009
-0.008 -0.043 -0.008
0.024 -0.042 -0.142
-0.145 -0.008 0.524
0.057 -0.040 -0.162
0.028 -0.040 0.015
-0.004 0.053 -0.037
0.017 -0.048 0.058
0.053 0.089 -0.011
0.020 -0.034 -0.101
-0.438 0.394 0.154
-0.012 -0.053 0.006
-0.005 0.020 0.005
0.000 0.001 0.002
-0.016 -0.008 -0.024
0.007 -0.013 0.008
0.005 0.009 -0.008
-0.001 0.009 -0.004
0.000 -0.003 0.003
0.000 0.052 0.066
0.001 -0.015 -0.008
-0.038 -0.086 -0.030
0.035 -0.025 -0.039
-0.029 -0.009 0.001
0.010 0.011 0.003
0.002 0.008 -0.003
0.027 0.062 -0.040
-0.004 -0.002 -0.002
0.003 -0.001 -0.001
0.001 -0.002 0.002
0.000 0.004 0.000
-0.001 -0.002 0.004
0.002 -0.001 -0.001
-0.001 -0.003 0.001
0.003 -0.002 0.005
0.003 -0.001 0.002
-0.014 0.005 -0.005
-0.034 0.006 0.048
-0.007 -0.008 -0.008
-0.001 -0.001 -0.003
0.000 0.002 -0.003
0.002 0.000 0.002
-0.001 0.000 0.001
0.000 -0.006 -0.001
0.006 -0.009 -0.005
-0.005 0.001 -0.002
0.015 -0.007 -0.013
0.000 -0.008 -0.002
-0.005 -0.006 0.000
0.000 -0.001 0.001
0.000 -0.003 -0.001
0.000 -0.003 0.011
0.002 -0.001 0.000
0.002 -0.003 0.000
0.001 0.001 -0.001
0.001 0.000 0.001
-0.001 0.001 -0.001
-0.003 -0.002 0.020
-0.008 0.005 0.000
0.004 0.000 0.003
0.003 -0.007 0.004
0.002 -0.002 -0.001
0.000 0.007 0.005
-0.014 0.005 -0.003
0.008 -0.015 0.010
0.009 -0.019 -0.008
-0.003 -0.005 -0.006
0.072 0.026 -0.087
-0.068 -0.006 0.121
0.044 0.014 -0.030
-0.001 -0.018 0.007
-0.003 -0.017 -0.016
0.003 -0.017 -0.018
0.017 0.016 0.023
-0.046 0.016 0.020
-0.016 -0.024 0.035
-0.028 -0.023 0.010
0.017 -0.004 0.029
0.028 0.010 0.011
0.011 0.002 -0.006
-0.016 -0.001 0.001
0.004 -0.004 -0.007
0.006 0.006 0.010
0.010 0.001 0.001

net charge = +1
Kohn-Sham gap (spin up / spin down) = 7.5 / 6.1 eV
spin multiplicity = 3
DFT total energy = -84700.5308 eV
ΔE to the lowest compared entry with this formula, charge and spin = 8.6 kcal/mol



(2)
The following is a quantum chemistry calculation of a structure of composition C46H63BBaBr2N11OS in a non-equilibrium geometry, from the Open Molecules 2025 dataset.

Last column: Löwdin charge in e.
Positions of all 126 atoms, in Å:
Ba1 -0.759 0.229 -0.681  1.96
C1 -5.692 -1.184 4.053  -0.10
C2 -4.970 -1.198 2.715  -0.28
N1 -5.039 0.111 2.091  -0.04
C3 -4.450 0.351 0.867  -0.87
S1 -4.221 1.960 0.399  0.67
N2 -4.228 -0.733 0.152  -0.03
N3 -3.261 -0.922 -0.713  -0.08
C4 -3.476 -1.789 -1.670  -0.34
C5 -4.855 -2.347 -1.923  -0.04
C6 -2.366 -2.251 -2.473  -0.25
C7 -2.576 -3.193 -3.501  -0.02
C8 -1.505 -3.672 -4.225  -0.07
C9 -0.224 -3.219 -3.927  -0.07
C10 -0.099 -2.299 -2.902  -0.19
N4 -1.118 -1.813 -2.204  -0.07
H1 -5.793 -2.197 4.444  0.07
H2 -6.686 -0.747 3.941  0.07
H3 -5.141 -0.595 4.790  0.06
H4 -5.437 -1.915 2.039  0.10
H5 -3.928 -1.516 2.853  0.10
H6 -5.034 0.912 2.701  0.09
H7 -5.539 -1.903 -1.205  0.06
H8 -4.880 -3.435 -1.804  0.08
H9 -5.204 -2.100 -2.929  0.07
H10 -3.571 -3.553 -3.716  0.10
H11 -1.661 -4.404 -5.008  0.10
H12 0.640 -3.572 -4.472  0.10
H13 0.882 -1.928 -2.614  0.11
C11 0.632 3.155 -3.789  -0.04
C12 1.101 1.698 -3.952  -0.35
C13 -0.082 0.771 -4.196  -0.07
C14 1.951 1.352 -2.759  -0.27
C15 3.270 1.810 -2.628  0.02
C16 3.671 1.452 -1.358  -0.20
C17 5.003 1.859 -0.781  -0.35
C18 5.959 0.696 -0.494  -0.06
C19 4.846 2.775 0.435  -0.05
N5 2.635 0.799 -0.779  0.05
N6 1.583 0.742 -1.636  -0.04
B1 2.647 0.115 0.612  -0.49
N7 1.725 0.773 1.677  0.04
N8 0.386 0.847 1.509  -0.08
C20 -0.142 1.284 2.646  -0.27
C21 0.879 1.484 3.587  0.03
C22 2.052 1.142 2.937  -0.20
C23 3.422 1.117 3.555  -0.37
C24 3.792 2.493 4.114  -0.06
C25 3.469 0.054 4.660  -0.05
C26 -1.611 1.530 2.822  -0.38
C27 -1.889 3.033 2.896  -0.07
C28 -2.136 0.820 4.070  -0.06
N9 2.294 -1.397 0.555  0.04
N10 1.053 -1.846 0.265  0.05
C29 1.050 -3.158 0.467  -0.27
C30 2.326 -3.577 0.878  0.02
C31 3.091 -2.427 0.935  -0.20
C32 4.536 -2.362 1.345  -0.36
C33 5.437 -2.799 0.184  -0.06
C34 4.794 -3.229 2.581  -0.07
C35 -0.177 -4.016 0.297  -0.36
C36 -1.408 -3.325 0.886  -0.06
C37 0.016 -5.382 0.958  -0.08
H14 -0.067 3.427 -4.583  0.08
H15 1.479 3.842 -3.816  0.08
H16 0.137 3.276 -2.827  0.06
H17 1.758 1.654 -4.827  0.13
H18 -0.732 0.742 -3.324  0.01
H19 0.257 -0.241 -4.418  0.07
H20 -0.674 1.135 -5.037  0.09
H21 3.843 2.351 -3.365  0.11
H22 5.463 2.453 -1.574  0.13
H23 5.688 0.173 0.422  0.05
H24 6.980 1.068 -0.383  0.08
H25 5.944 -0.021 -1.316  0.08
H26 4.408 2.234 1.273  0.04
H27 4.193 3.617 0.202  0.09
H28 5.819 3.168 0.743  0.08
H29 3.763 0.197 1.001  0.08
H30 0.777 1.831 4.603  0.11
H31 4.157 0.843 2.797  0.10
H32 3.053 2.813 4.851  0.08
H33 3.822 3.242 3.322  0.07
H34 4.769 2.463 4.601  0.08
H35 2.723 0.274 5.425  0.08
H36 4.455 0.028 5.129  0.08
H37 3.252 -0.932 4.247  0.07
H38 -2.127 1.141 1.940  0.07
H39 -1.513 3.448 3.837  0.08
H40 -2.960 3.226 2.824  0.05
H41 -1.399 3.546 2.070  0.04
H42 -1.592 1.157 4.955  0.07
H43 -2.018 -0.263 3.988  0.08
H44 -3.193 1.048 4.219  0.06
H45 2.662 -4.572 1.115  0.10
H46 4.791 -1.336 1.611  0.10
H47 5.258 -3.850 -0.052  0.08
H48 6.491 -2.672 0.445  0.08
H49 5.225 -2.203 -0.704  0.07
H50 4.629 -4.285 2.361  0.07
H51 4.129 -2.946 3.398  0.07
H52 5.825 -3.108 2.919  0.08
H53 -0.346 -4.176 -0.775  0.13
H54 -1.217 -3.047 1.925  0.09
H55 -2.274 -3.990 0.853  0.08
H56 -1.657 -2.427 0.326  0.02
H57 0.183 -5.257 2.030  0.08
H58 0.866 -5.922 0.539  0.07
H59 -0.874 -5.998 0.817  0.07
Br1 -0.894 5.197 -0.333  0.76
C38 -2.169 4.442 -1.522  -0.60
C39 -3.057 5.295 -2.176  -0.18
C40 -3.954 4.779 -3.068  -0.62
Br2 -5.145 5.986 -3.958  0.70
C41 -3.994 3.400 -3.359  -0.19
C42 -4.875 2.796 -4.279  -0.04
C43 -4.811 1.447 -4.492  -0.05
C44 -3.849 0.698 -3.798  -0.13
N11 -3.022 1.222 -2.931  0.12
C45 -3.078 2.545 -2.682  -0.18
C46 -2.131 3.056 -1.707  -0.53
O1 -1.308 2.279 -1.115  -0.55
H60 -3.036 6.356 -1.975  0.09
H61 -5.583 3.407 -4.822  0.07
H62 -5.485 0.957 -5.183  0.10
H63 -3.749 -0.370 -3.972  0.10

Forces on the atoms, in the same order (eV/Å):
-0.741 -2.321 1.168
0.081 0.088 -0.048
-0.081 0.031 -0.010
0.067 -0.331 -0.047
0.234 0.484 -0.034
0.001 0.030 -0.023
-0.625 -0.980 0.549
-0.208 -0.171 -0.534
-0.764 0.228 0.431
0.202 0.010 0.079
0.315 -0.220 -0.346
-0.053 0.053 0.049
0.169 0.069 0.062
-0.157 -0.124 -0.071
0.257 -0.002 0.019
-0.502 -1.288 -0.796
-0.002 0.003 0.024
-0.027 -0.053 0.021
-0.032 0.020 0.001
0.049 -0.018 0.016
-0.016 -0.052 -0.040
-0.095 0.105 -0.102
-0.023 -0.023 -0.017
-0.038 -0.013 -0.043
0.010 -0.060 -0.033
-0.018 0.040 0.028
-0.020 0.018 -0.018
0.041 0.015 0.060
-0.028 0.037 -0.005
0.031 -0.077 -0.041
-0.249 0.073 0.107
0.357 0.011 0.109
0.580 0.200 0.045
-0.056 -0.122 0.084
0.063 0.275 -0.454
-0.027 -0.161 0.336
-0.037 0.051 -0.055
0.002 0.018 -0.053
0.257 0.000 0.181
0.768 0.124 -0.881
-0.156 -0.147 0.177
0.325 0.034 0.120
0.340 0.382 1.015
0.365 -0.051 0.154
0.050 0.036 -0.017
-0.166 0.058 0.147
0.042 -0.001 0.041
-0.016 -0.055 -0.037
0.051 0.062 -0.119
0.121 0.053 0.019
-0.022 -0.041 -0.025
-0.007 -0.031 -0.132
0.526 -0.168 -0.033
-0.142 -0.037 0.068
0.289 -0.138 -0.056
0.056 0.066 0.009
-0.199 -0.211 0.074
0.040 -0.001 -0.011
-0.043 0.140 0.084
-0.007 0.095 -0.053
-0.091 0.043 0.096
0.122 -0.045 -0.089
0.018 0.097 -0.096
0.009 0.021 0.006
0.004 0.002 -0.002
-0.042 0.033 -0.013
0.028 -0.037 0.025
-0.134 0.025 -0.225
-0.051 -0.013 -0.022
-0.065 -0.025 0.035
0.033 0.032 0.045
-0.043 -0.005 -0.050
0.044 -0.001 -0.055
-0.003 0.010 0.021
0.049 -0.006 0.018
0.038 0.062 -0.041
-0.001 0.002 0.010
0.000 -0.018 0.033
-0.007 0.037 0.007
0.013 0.002 -0.002
-0.032 -0.004 0.025
0.013 0.023 0.016
-0.021 0.016 0.023
0.005 -0.001 -0.010
0.006 -0.027 0.033
-0.004 -0.018 0.006
-0.032 -0.025 0.037
-0.032 0.058 0.054
0.054 -0.012 0.005
0.021 -0.024 0.001
-0.048 0.046 -0.017
-0.010 -0.012 0.030
-0.010 -0.007 0.039
0.004 -0.018 0.009
-0.065 -0.035 0.038
-0.071 -0.007 -0.032
0.002 -0.004 -0.029
0.010 -0.029 -0.024
0.030 -0.053 -0.026
0.004 -0.015 0.004
0.001 -0.028 0.022
0.004 -0.028 -0.013
-0.023 0.019 0.011
-0.030 0.010 0.016
-0.036 0.038 -0.015
-0.040 0.010 0.080
0.005 -0.045 0.015
0.020 -0.011 -0.005
-0.009 0.014 0.013
-0.044 0.028 -0.040
0.329 -0.326 0.202
-0.294 -0.096 -0.212
-0.066 0.390 -0.026
0.074 -0.079 0.072
0.168 -0.244 0.129
0.020 -0.127 -0.073
-0.076 0.099 -0.030
0.131 -0.010 0.124
0.067 -0.157 0.008
-0.103 0.224 -0.139
-0.089 0.712 -0.166
-0.847 3.474 -1.031
0.035 0.005 0.012
-0.037 0.028 0.059
0.021 0.013 -0.029
-0.054 0.007 -0.010

net charge = -1
Kohn-Sham gap = 6.5 eV
DFT total energy = -219461.8598 eV